[1]
Molecular formula: C37H43BBrF24NO8P
Method: DFT, ωB97M-V/def2-TZVPD

Each line ends with the Löwdin charge.
Element x y z (Å)
Br1 0.937 -2.212 6.689  0.319
P1 2.945 -1.332 6.139  0.655
F1 -4.156 4.384 -6.303  0.097
F2 0.133 -0.832 -7.650  0.097
F3 2.696 -0.012 -7.754  0.088
F4 -3.205 2.971 3.345  0.105
F5 -3.736 5.083 -1.872  0.134
F6 -4.014 3.053 -1.177  0.152
F7 -7.257 3.889 -9.052  0.104
F8 0.463 1.106 -6.714  0.131
F9 1.489 -0.497 -3.282  0.152
F10 -5.213 1.606 0.801  0.093
F11 -5.185 1.191 2.934  0.095
F12 -5.339 2.365 -7.673  0.129
F13 -6.431 3.998 0.106  0.108
F14 -6.235 4.885 -6.671  0.096
F15 -4.789 1.850 -5.631  0.108
F16 2.852 0.027 -5.588  0.104
F17 -9.336 4.529 -9.193  0.095
F18 1.600 2.186 -4.368  0.098
F19 -0.186 0.181 -2.101  0.150
F20 1.903 1.984 -2.218  0.100
F21 -8.786 3.914 -6.595  0.150
F22 -5.020 3.867 2.539  0.123
F23 -10.082 2.457 -7.531  0.140
F24 -6.330 4.170 -2.064  0.079
O1 2.886 -3.188 2.720  0.041
O2 0.429 1.373 2.025  -0.154
O3 -3.699 4.729 0.294  0.043
O4 -0.409 0.183 -4.281  0.042
O5 -7.992 1.890 -7.184  0.042
O6 2.290 -1.453 1.240  0.013
O7 1.880 -1.226 3.623  -0.013
O8 2.690 0.292 6.383  -0.374
N1 -2.028 -4.300 1.885  0.036
C1 0.997 1.846 -3.210  -0.283
C2 -3.085 3.789 1.181  -0.023
C3 -0.534 1.209 4.220  -0.065
C4 5.362 -0.065 4.470  -0.190
C5 7.713 -0.538 3.570  -0.108
C6 -4.291 4.336 -0.886  -0.541
C7 6.542 -6.601 3.450  -0.111
C8 -5.665 2.576 -6.378  -0.439
C9 5.533 -4.285 2.466  -0.039
C10 4.367 -0.902 3.611  -0.089
C11 -4.438 1.653 1.904  -0.299
C12 3.096 -1.451 4.307  -0.543
C13 6.844 -6.229 2.168  -0.118
C14 6.689 -0.826 4.691  -0.246
C15 -1.759 -3.568 2.953  -0.188
C16 -5.796 4.621 -0.899  -0.284
C17 5.206 -4.639 3.749  -0.201
C18 6.338 -5.061 1.675  -0.088
C19 0.154 -3.723 1.196  -0.048
C20 -8.818 2.942 -7.524  -0.536
C21 -0.122 -0.723 -5.339  -0.042
C22 4.341 -3.840 4.695  -0.082
C23 -8.529 3.472 -8.933  -0.288
C24 -3.966 3.074 2.226  -0.439
C25 5.745 -5.814 4.227  -0.063
C26 1.617 0.926 1.363  -0.155
C27 2.177 -0.524 -6.609  -0.309
C28 0.432 -2.947 2.299  -0.051
C29 0.607 1.765 3.376  -0.269
C30 0.677 -0.218 -6.558  -0.438
C31 -1.030 -4.376 1.001  -0.172
C32 1.380 -0.490 0.789  -0.188
C33 0.489 0.401 -3.246  -0.533
C34 -7.061 1.978 -6.105  -0.032
C35 -5.430 4.041 -5.999  -0.303
C36 -0.601 -2.884 3.219  -0.036
C37 3.170 -3.035 4.080  -0.354
B1 1.837 -2.153 2.458  -0.891
H1 2.277 -3.456 4.579  0.097
H2 -0.358 0.157 4.461  0.053
H3 4.932 -3.155 5.312  0.089
H4 1.535 1.413 3.828  0.103
H5 1.499 -0.417 -0.300  0.098
H6 3.237 0.566 7.128  0.033
H7 0.167 2.535 -3.037  0.175
H8 -6.869 0.936 -5.854  0.148
H9 7.666 -1.301 2.789  0.065
H10 6.532 -1.906 4.674  0.082
H11 3.914 -4.551 5.405  0.114
H12 -1.108 -0.962 -5.739  0.147
H13 6.916 -7.523 3.881  0.099
H14 0.320 -0.721 0.963  0.127
H15 -3.584 0.982 1.770  0.177
H16 2.511 0.980 1.983  0.109
H17 -1.491 1.285 3.703  0.049
H18 5.530 -6.113 5.248  0.112
H19 4.014 -0.277 2.794  0.109
H20 -5.985 5.693 -0.811  0.174
H21 8.741 -0.528 3.938  0.061
H22 5.635 0.804 3.865  0.094
H23 1.771 1.609 0.515  0.104
H24 2.351 -1.604 -6.609  0.172
H25 7.456 -6.858 1.530  0.098
H26 4.923 -1.714 3.151  0.098
H27 7.157 -0.574 5.647  0.096
H28 -1.160 -4.943 0.083  0.093
H29 -2.406 4.405 1.769  0.149
H30 -7.519 2.410 -5.215  0.146
H31 4.946 0.330 5.394  0.069
H32 -8.710 2.692 -9.676  0.174
H33 6.526 -4.726 0.663  0.105
H34 0.513 2.862 3.419  0.108
H35 0.272 -1.667 -4.961  0.146
H36 -2.568 -3.470 3.683  0.096
H37 7.524 0.419 3.076  0.063
H38 -0.615 1.737 5.175  0.076
H39 -2.445 3.089 0.644  0.148
H40 0.922 -3.803 0.429  0.119
H41 -0.484 -2.294 4.117  0.054
H42 5.136 -3.374 2.035  0.111
H43 -5.577 4.189 -4.925  0.166

Total charge: -1
Orbital gap in eV: 7.49
HOMO level in eV: -5.74
Calculated total energy in eV: -202168.62493
Maximum force in eV/Å: 2.9
E_LUMO in eV: 1.8
Spin multiplicity: 1

[2]
Molecular formula: C37H43CoO3Si
Method: DFT, ωB97M-V/def2-TZVPD

Each line ends with the Löwdin spin population.
Element x y z (Å)
Co1 -0.127 -0.166 0.774  2.755
Si1 0.928 1.316 3.222  0.016
O1 1.543 0.316 -3.398  0.000
O2 0.783 1.174 1.614  0.156
O3 0.455 0.249 -7.375  0.000
C1 4.255 0.940 5.624  0.000
C2 0.527 3.054 3.679  0.002
C3 -0.912 -1.229 -8.802  0.000
C4 5.317 0.878 4.713  0.000
C5 0.175 5.719 4.460  0.000
C6 2.687 1.080 3.779  0.003
C7 -0.481 0.965 -4.608  0.000
C8 0.381 -2.221 0.980  0.039
C9 1.601 -1.105 -9.093  0.000
C10 -2.065 1.665 -0.065  0.108
C11 0.277 -0.206 -3.938  0.000
C12 -0.107 0.154 4.272  0.001
C13 2.940 1.042 5.154  0.000
C14 5.059 0.922 3.336  0.000
C15 -2.153 -0.226 1.273  0.016
C16 0.337 1.572 -8.021  0.000
C17 -2.159 1.215 1.276  0.174
C18 -1.686 -1.691 5.693  -0.001
C19 -2.246 -0.509 5.212  0.001
C20 1.134 1.700 -3.084  0.000
C21 2.539 -1.407 0.880  0.107
C22 1.609 -2.076 1.702  0.181
C23 0.608 -1.673 -0.368  0.061
C24 0.338 -0.368 -8.702  0.000
C25 0.795 5.423 3.234  0.000
C26 1.945 -1.118 -0.366  0.133
C27 -0.339 -1.965 5.439  0.001
C28 0.940 4.090 2.829  0.001
C29 0.448 2.170 -4.370  0.000
C30 -0.104 3.346 4.889  0.001
C31 -0.281 4.680 5.281  0.000
C32 3.746 1.050 2.867  0.002
C33 -1.959 0.547 -0.919  0.130
C34 -1.461 0.420 4.525  -0.001
C35 -2.001 -0.645 -0.114  0.079
C36 0.440 -1.052 4.723  0.000
C37 0.213 0.995 -9.438  0.000
H1 -3.308 -0.302 5.349  0.000
H2 2.388 -0.606 -1.221  0.005
H3 0.008 -1.882 -1.254  0.000
H4 -0.656 0.796 -5.673  0.000
H5 1.375 3.850 1.852  0.000
H6 1.157 6.231 2.588  0.000
H7 -2.270 1.841 2.156  0.008
H8 1.809 -2.516 2.680  0.007
H9 0.030 6.762 4.764  0.000
H10 1.193 2.179 -5.180  0.000
H11 1.742 -1.975 -8.442  0.000
H12 0.478 -1.028 -4.643  0.000
H13 5.880 0.854 2.618  0.000
H14 2.465 -0.432 -9.044  0.000
H15 -1.915 1.355 4.175  0.000
H16 -2.296 -2.406 6.247  0.000
H17 3.538 1.131 1.796  0.001
H18 0.110 -2.897 5.778  0.000
H19 6.345 0.788 5.080  0.000
H20 2.106 1.097 5.860  0.000
H21 -1.040 -1.593 -9.832  0.000
H22 -1.916 0.560 -2.008  0.005
H23 1.988 2.298 -2.766  0.000
H24 1.486 -1.298 4.488  0.001
H25 -1.437 1.160 -4.075  0.000
H26 1.526 -1.459 -10.130  0.000
H27 -0.788 4.895 6.227  0.000
H28 -0.359 -0.610 -3.110  0.000
H29 -0.571 2.098 -7.679  0.000
H30 3.590 -1.230 1.133  0.002
H31 -2.106 2.710 -0.391  0.003
H32 1.053 1.217 -10.107  0.000
H33 -2.360 -0.880 2.110  -0.001
H34 -1.812 -0.657 -8.540  0.000
H35 -2.131 -1.659 -0.470  0.002
H36 -0.055 3.145 -4.312  0.000
H37 -0.463 2.534 5.524  0.000
H38 1.231 2.200 -7.863  0.000
H39 4.438 0.909 6.701  0.000
H40 -0.476 -2.824 1.293  -0.001
H41 0.388 1.730 -2.255  0.000
H42 -0.759 1.140 -9.918  0.000
H43 -0.814 -2.102 -8.144  0.000

Orbital gap (spin up / spin down) in eV: 8.37 / 7.52
HOMO level (spin up / spin down) in eV: -7.65 / -8.52
Calculated total energy in eV: -90711.10756
Maximum force in eV/Å: 2.4
E_LUMO (spin up / spin down) in eV: 0.7 / -1.0
Relative energy (zero: lowest compared OMol25 entry of this formula, charge and spin) in kcal/mol: 3.6
Spin multiplicity: 5

[3]
Molecular formula: C37H44Br2F5N5O10
Method: DFT, ωB97M-V/def2-TZVPD

Each line ends with the Löwdin charge.
Element x y z (Å)
Br1 -0.967 0.355 -4.084  0.631
Br2 1.184 -1.777 -5.798  0.603
F1 0.003 4.543 -1.117  0.051
F2 -1.824 -2.219 7.080  0.063
F3 3.220 6.459 -0.354  0.069
F4 3.102 -4.331 -2.050  0.045
F5 -2.389 -0.857 -0.750  0.024
O1 -7.072 -0.056 1.452  0.079
O2 -4.198 0.097 3.487  0.070
O3 4.649 -1.121 2.417  0.075
O4 -4.343 -0.915 -4.409  0.062
O5 0.046 3.713 2.356  0.082
O6 0.532 1.816 1.478  0.023
O7 -4.343 -1.872 -2.473  0.039
O8 -7.416 -0.933 -0.485  0.045
O9 4.401 -0.203 0.483  0.043
O10 -2.235 0.117 4.402  0.068
N1 0.526 2.600 2.411  -0.424
N2 -4.383 -0.895 -3.199  -0.432
N3 -6.818 -0.846 0.571  -0.442
N4 -2.985 0.141 3.452  -0.429
N5 5.062 -0.510 1.457  -0.440
C1 -1.936 5.200 -2.332  -0.011
C2 1.396 -1.980 0.402  -0.072
C3 4.983 5.280 0.663  -0.019
C4 -0.635 -3.214 3.802  -0.073
C5 4.462 -3.207 -5.191  -0.113
C6 -3.002 -3.751 4.034  -0.078
C7 -0.097 -0.353 -0.544  -0.046
C8 3.804 -3.584 -2.934  -0.290
C9 5.472 4.097 1.226  -0.082
C10 -1.818 -3.745 3.304  -0.106
C11 -1.984 3.401 -0.728  -0.009
C12 -1.116 -1.585 -4.173  -0.704
C13 0.232 -2.271 -4.117  -0.609
C14 -2.989 -3.240 5.326  -0.016
C15 5.027 -1.594 -3.476  -0.070
C16 -3.369 3.344 -0.862  -0.093
C17 6.499 -0.125 1.461  0.040
C18 3.403 3.034 0.708  -0.084
C19 -2.387 0.226 2.097  0.054
C20 -5.732 -1.850 0.795  0.052
C21 3.863 -4.024 -4.242  -0.030
C22 -0.652 -2.682 5.091  -0.020
C23 -4.021 4.115 -1.803  -0.097
C24 -1.807 -2.744 5.841  -0.298
C25 -0.926 -2.508 0.098  -0.033
C26 5.045 -2.016 -4.795  -0.109
C27 1.122 2.179 3.696  0.061
C28 1.180 -0.699 -0.087  -0.063
C29 -3.300 5.046 -2.546  -0.074
C30 4.677 2.964 1.280  -0.087
C31 -1.297 4.372 -1.429  -0.269
C32 0.343 -2.893 0.439  -0.093
C33 -4.855 0.365 -2.547  0.047
C34 2.864 4.214 0.248  0.007
C35 4.343 -2.378 -2.546  -0.021
C36 -1.133 -1.237 -0.423  -0.317
C37 3.689 5.336 0.216  -0.270
H1 2.414 -2.275 0.604  0.093
H2 7.094 -1.026 1.586  0.103
H3 -1.383 5.981 -2.838  0.119
H4 -5.530 -1.960 1.858  0.085
H5 1.877 4.155 -0.186  0.097
H6 3.366 -4.947 -4.509  0.120
H7 1.464 3.067 4.217  0.101
H8 0.244 -3.061 3.195  0.091
H9 -3.757 5.740 -3.238  0.106
H10 -1.463 2.817 0.020  0.087
H11 -4.854 -1.452 0.294  0.074
H12 -1.980 1.233 2.022  0.091
H13 5.432 -0.671 -3.086  0.104
H14 -3.890 2.624 -0.241  0.100
H15 0.050 -3.330 -4.278  0.059
H16 -3.101 0.012 1.316  0.076
H17 4.344 -2.040 -1.522  0.093
H18 1.968 1.523 3.518  0.097
H19 6.441 4.122 1.709  0.103
H20 -1.726 -1.843 -3.305  0.030
H21 -4.218 0.681 -1.726  0.068
H22 5.573 -1.418 -5.530  0.103
H23 -5.098 4.041 -1.881  0.105
H24 0.341 1.689 4.274  0.099
H25 -1.861 -4.120 2.288  0.084
H26 -5.853 0.095 -2.212  0.088
H27 0.538 -3.908 0.761  0.114
H28 -1.690 -1.884 -5.045  0.058
H29 0.845 -1.982 -3.273  0.049
H30 2.862 2.101 0.600  0.079
H31 -1.791 -3.157 0.168  0.116
H32 0.237 -2.283 5.565  0.120
H33 -3.927 -4.129 3.622  0.102
H34 4.487 -3.465 -6.240  0.106
H35 -0.269 0.637 -0.949  0.095
H36 5.714 6.063 0.509  0.118
H37 5.078 2.063 1.713  0.064
H38 -3.887 -3.296 5.927  0.120
H39 6.726 0.413 0.550  0.100
H40 -4.865 1.178 -3.267  0.096
H41 -6.122 -2.791 0.426  0.101
H42 6.666 0.464 2.361  0.099
H43 1.975 0.028 -0.135  0.081
H44 -1.568 -0.490 2.082  0.095

Orbital gap in eV: 8.90
HOMO level in eV: -9.35
Calculated total energy in eV: -220666.32132
Maximum force in eV/Å: 1.7
E_LUMO in eV: -0.5
Spin multiplicity: 1

Which formula does entry 2 have? C37H43CoO3Si

Which of these has the highest calculated total energy? C37H43CoO3Si

The highest calculated total energy belongs to which entry? C37H43CoO3Si